# 1
Formula: C20H30N12O4STi
Source: OMol25
Level of theory: the ωB97M-V functional and the def2-TZVPD basis

```
68
Properties=species:S:1:pos:R:3:forces:R:3
Ti -0.255471 0.160598 -0.205575 -0.32 0.31 -0.05
O -2.743765 -0.943710 -3.726983 0.10 0.10 0.20
C -2.623341 -2.292527 -3.607440 0.02 -0.17 0.05
C -3.046693 -3.083048 -4.673600 -0.01 0.09 -0.01
C -2.940268 -4.458927 -4.609085 0.00 -0.03 -0.01
C -2.408524 -5.068077 -3.476767 -0.01 0.01 0.00
C -1.987471 -4.284626 -2.419646 -0.01 0.03 -0.02
C -2.083333 -2.890871 -2.457640 -0.06 -0.17 0.00
C -1.571125 -2.083016 -1.326987 0.06 0.21 -0.08
O -1.683413 -0.770009 -1.407089 0.23 -0.09 -0.19
N -0.978402 -2.665012 -0.334370 -0.07 0.04 -0.12
N -0.466946 -1.713595 0.534759 0.14 -0.02 0.16
C 0.060905 -2.234421 1.636047 -0.06 -0.07 -0.04
C 0.609604 -1.464440 2.705491 0.13 0.03 0.20
C 1.149187 -2.133467 3.819441 -0.02 -0.03 -0.04
C 1.656899 -1.463312 4.915410 0.02 -0.04 0.07
C 1.632105 -0.073701 4.941842 -0.02 0.05 -0.02
C 1.114136 0.618509 3.853734 0.01 -0.04 0.02
C 0.617075 -0.044097 2.730665 -0.08 0.14 -0.16
O 0.134604 0.680130 1.715957 0.03 -0.01 0.07
H -2.437976 -0.592513 -2.841686 -0.03 -0.02 -0.09
H -3.465365 -2.587752 -5.541004 0.00 -0.02 0.00
H -3.276875 -5.061562 -5.443605 0.00 0.01 0.00
H -2.324410 -6.145318 -3.421816 0.00 0.00 0.00
H -1.564974 -4.732799 -1.530576 0.00 0.01 0.00
H 0.035974 -3.315666 1.729213 0.01 0.00 0.03
H 1.155371 -3.218064 3.809506 -0.01 0.01 -0.02
H 2.057587 -2.021805 5.752106 0.00 0.01 -0.01
H 2.006410 0.467308 5.803265 0.00 0.00 0.00
H 1.090368 1.704445 3.843291 -0.02 0.00 0.02
N 2.217137 1.996278 0.165097 -0.06 -0.19 -0.06
N 3.001933 2.009680 1.308193 0.06 0.03 0.03
C 3.728946 0.942917 1.710321 0.08 0.09 -0.05
N 4.294151 1.117587 2.936158 0.10 0.08 0.05
S 4.054537 -0.417427 0.815074 -0.07 -0.11 -0.09
H 2.691117 2.360073 -0.652653 0.05 0.08 0.06
H 1.355587 2.491116 0.351222 0.00 -0.04 -0.05
H 3.176184 2.891208 1.768388 -0.04 -0.05 0.05
H 3.765298 1.640840 3.617050 -0.06 -0.05 0.02
H 4.740198 0.289000 3.294293 0.00 0.01 0.01
C 3.179292 -2.623695 -2.275373 -0.01 0.03 -0.01
N 2.487755 -1.677719 -3.139249 0.02 0.04 -0.01
C 3.330418 -1.135887 -4.200143 -0.02 -0.02 0.00
C 1.578411 -0.842430 -2.521906 0.12 -0.06 0.02
N 1.424949 -0.699378 -1.268294 -0.26 0.02 0.10
N 0.737574 -0.184087 -3.416023 0.02 -0.08 -0.13
C -0.022693 0.927413 -3.151508 -0.06 0.05 0.02
N -0.833643 1.280131 -4.206779 -0.06 0.00 -0.08
N 0.071252 1.572291 -2.042223 -0.05 -0.07 0.12
H 3.633857 -3.389732 -2.902136 0.00 0.01 0.00
H 2.462388 -3.100265 -1.608288 0.00 0.00 0.00
H 3.965229 -2.145411 -1.679371 -0.01 -0.01 0.00
H 3.682795 -1.954377 -4.826654 0.00 0.00 -0.01
H 4.200592 -0.612000 -3.787402 0.00 -0.01 0.00
H 2.776266 -0.439048 -4.823671 0.00 0.00 0.01
H 2.171788 -1.078491 -0.694492 0.05 0.00 -0.01
H 0.605770 -0.633107 -4.307244 -0.01 0.03 0.00
H -1.300778 0.496446 -4.650195 -0.01 -0.03 0.01
H -1.504841 1.994739 -3.969356 0.03 0.02 0.00
H -0.626462 2.308143 -2.000045 0.02 0.01 -0.01
N -3.437029 3.247065 0.624953 0.01 0.00 0.02
C -2.308516 2.511457 0.849380 -0.08 0.00 -0.21
N -1.691862 2.643336 2.036560 0.10 -0.29 0.07
O -1.860687 1.805641 -0.072467 0.16 0.00 0.24
H -3.933620 3.663391 1.391823 -0.02 -0.01 0.00
H -3.972285 2.975786 -0.181349 -0.01 0.01 0.02
H -2.194546 3.029896 2.816410 0.02 0.00 -0.02
H -0.963557 1.919736 2.199408 -0.03 0.18 -0.09
```
Forces are in eV/Å.

Calculated values
* HOMO energy (spin up / spin down): -4.415 / -6.970 eV
* relative energy (zero: lowest compared OMol25 entry of this formula, charge and spin): 14.4 kcal/mol
* charge: 0
* spin multiplicity: 3

So, what does the natural (NBO) scheme give us? The charges, in e, come out as: 1.460, -0.730, 0.329, -0.286, -0.187, -0.278, -0.091, -0.210, 0.530, -0.819, -0.389, -0.433, -0.018, -0.101, -0.186, -0.264, -0.239, -0.308, 0.329, -0.856, 0.514, 0.216, 0.209, 0.210, 0.228, 0.188, 0.202, 0.207, 0.201, 0.194, -0.613, -0.444, 0.304, -0.803, -0.288, 0.364, 0.373, 0.372, 0.390, 0.414, -0.422, -0.439, -0.407, 0.629, -0.771, -0.623, 0.656, -0.820, -0.815, 0.209, 0.230, 0.199, 0.206, 0.191, 0.207, 0.418, 0.416, 0.414, 0.389, 0.370, -0.824, 0.805, -0.836, -0.707, 0.389, 0.408, 0.386, 0.454

# 2
Formula: C5H9N2O
Source: OMol25
Level of theory: the ωB97M-V functional and the def2-TZVPD basis

```
17
Properties=species:S:1:pos:R:3:forces:R:3
C -0.093176 2.888796 0.171333 0.14 -2.31 1.31
C -1.046256 2.541423 1.238803 2.44 0.98 -3.15
C 0.918134 1.931023 -0.004802 0.69 1.99 -2.60
C -0.956690 1.270658 1.628303 -2.11 -1.72 1.59
C 0.835061 0.610897 0.361588 0.74 -2.66 0.34
N 0.162617 -1.916886 -1.423930 -7.31 -6.41 -3.30
N 0.468885 -3.343925 -0.880454 0.73 2.99 1.85
O -0.169518 0.242506 1.193252 -0.64 2.83 0.07
H -0.232758 3.685815 -0.535521 0.15 0.62 0.28
H -1.819287 3.227535 1.523070 -0.24 -0.13 0.40
H 1.758270 2.000305 -0.791239 -1.53 0.70 1.33
H -1.756248 0.943030 2.280305 0.33 -0.48 0.35
H -0.856641 -1.645325 -1.285152 2.38 -0.16 0.59
H 0.909982 -1.603999 -1.063089 5.87 5.58 3.64
H 0.446662 -3.362890 0.252926 -0.14 -0.50 -3.41
H 1.425748 -3.438517 -1.248410 0.03 -0.10 0.77
H 0.005215 -4.030441 -1.416979 -1.53 -1.19 -0.05
```
Forces are in eV/Å.

Calculated values
* HOMO energy: -11.496 eV
* relative energy (zero: lowest compared OMol25 entry of this formula, charge and spin): 163.3 kcal/mol
* charge: +1
* spin multiplicity: 1

So, what does the natural (NBO) scheme give us? The charges, in e, come out as: -0.035, -0.307, -0.402, 0.188, 0.060, -0.570, -0.588, -0.428, 0.237, 0.257, 0.246, 0.201, 0.420, 0.371, 0.467, 0.443, 0.440

# 3
Formula: H66O49S4Zn2
Source: OMol25
Level of theory: the ωB97M-V functional and the def2-TZVPD basis

```
121
Properties=species:S:1:pos:R:3:forces:R:3
Zn -2.308333 2.659241 0.566777 -0.54 -1.02 -1.70
Zn 0.786297 1.007701 -2.611363 -0.51 -0.39 -0.80
S -4.764363 0.626151 -3.297583 0.09 2.27 -2.11
O -3.908133 -0.256969 -2.476333 2.21 -1.91 2.05
O -4.012633 1.860551 -3.522793 -0.02 0.09 -0.09
O -5.106503 -0.030029 -4.538313 -0.08 -1.07 -1.40
O -5.966183 0.877141 -2.545533 -2.49 0.60 2.16
S -0.996023 3.623781 -2.318563 -4.89 2.05 -1.85
O -1.808973 3.449851 -1.059533 0.91 -0.10 -1.14
O -1.773793 3.379091 -3.505843 0.07 -1.22 -0.16
O -0.619803 5.004541 -2.387843 1.76 3.27 1.37
O 0.215567 2.843681 -2.298393 3.33 -1.62 1.06
S 2.483587 -1.617379 -3.706073 -0.63 -2.01 -5.44
O 1.671917 -0.687919 -2.966693 -1.58 2.22 2.80
O 3.374457 -2.251069 -2.770263 2.19 -1.93 2.65
O 1.623307 -2.570749 -4.368753 -0.29 -0.81 0.67
O 3.233277 -0.938839 -4.745603 1.60 1.74 -0.62
S -0.110583 0.154931 0.418357 -0.17 1.97 -1.73
O 0.652417 0.494871 -0.781543 0.78 -0.16 2.11
O -0.942633 1.331331 0.800827 1.07 -1.42 0.72
O -0.904913 -1.000939 0.074447 -0.18 -0.54 1.36
O 0.815147 -0.091969 1.536157 0.27 0.39 -0.08
O 0.928127 1.340301 -4.613713 -0.17 0.69 -1.24
H 1.673427 1.609631 -5.150573 0.65 -0.32 0.21
H 0.214507 1.215181 -5.239273 -0.42 -0.10 0.04
O -3.658703 1.451161 -0.425023 -0.20 1.12 2.07
H -3.474063 0.772591 -1.074393 -0.01 -0.74 -1.73
H -4.568863 1.298751 -0.170803 -0.32 -0.29 -0.36
O 0.841117 3.061021 4.272387 -0.69 -0.01 1.23
H 1.173967 3.366511 3.428517 0.30 -0.28 -1.04
H 1.621237 2.779931 4.750547 0.46 -0.19 -0.06
O -3.881413 -2.963419 -2.944203 -0.26 -1.31 -0.29
H -3.836133 -2.021149 -2.782023 -0.17 0.94 -0.16
H -3.342003 -3.351689 -2.255353 0.21 0.02 0.18
O -3.180283 0.778511 4.677397 -0.51 0.19 -0.21
H -3.325603 0.411331 5.549347 0.03 -0.18 0.09
H -2.553913 1.488651 4.817387 0.60 0.02 0.40
O -1.228253 0.483351 -2.932313 0.90 0.43 -0.19
H -1.856503 -0.087249 -2.489633 -0.73 -0.30 0.01
H -1.482873 0.450871 -3.854453 -0.71 0.26 -0.06
O 0.655537 -2.519049 2.329827 0.11 -0.98 0.92
H 0.175207 -2.733129 1.530017 -0.47 -0.40 -0.51
H 1.081787 -1.683859 2.137507 0.31 0.20 -0.31
O 5.169067 -0.764159 -1.927463 1.82 1.47 1.32
H 5.891077 -0.670299 -2.548853 0.00 0.15 -0.16
H 4.608497 -1.438619 -2.310983 -1.44 -1.02 -0.91
O -2.365273 -1.848909 2.958527 -0.38 -0.02 0.41
H -1.596973 -1.508639 3.416977 0.38 0.14 0.22
H -2.451333 -1.289569 2.186537 -0.23 0.09 -0.53
O 2.750137 -1.918069 -0.064173 0.18 0.09 1.08
H 3.321867 -2.136489 -0.800133 0.01 -0.15 -1.15
H 2.021837 -1.439309 -0.459903 -0.32 0.29 -0.50
O 5.255457 2.014031 2.243657 0.70 0.74 0.31
H 5.742987 1.790301 1.450887 -0.08 -0.10 -0.24
H 4.476297 1.458991 2.210897 -0.47 -0.61 -0.04
O -0.193813 -4.661049 -4.112363 0.22 -0.68 -0.71
H -0.251403 -4.365969 -3.203603 0.00 0.26 0.35
H -0.879363 -5.324149 -4.193273 -0.28 -0.02 0.20
O -3.997763 4.051021 0.535227 -0.27 0.52 0.49
H -4.860583 3.639591 0.485217 -0.23 -0.40 -0.40
H -4.166223 4.917681 0.905037 0.12 0.32 -0.10
O 2.835327 -4.355909 1.067467 0.16 -1.32 0.69
H 3.760767 -4.435669 0.836287 0.10 0.03 -0.15
H 2.585767 -3.483999 0.761327 -0.27 0.86 -0.36
O -0.035883 -5.357439 3.091817 -0.33 -0.57 0.43
H 0.424637 -5.864439 2.423167 0.15 0.07 -0.32
H 0.433137 -4.523729 3.126247 0.28 0.68 -0.21
O 1.719087 2.824631 1.658347 -0.08 0.08 1.24
H 1.904937 3.307621 0.853107 0.26 0.59 -0.65
H 1.113577 2.133751 1.389477 -0.31 -0.56 0.00
O 2.846147 1.638061 -2.278143 0.03 0.36 -0.01
H 3.142637 0.814881 -1.889963 0.36 -0.73 -0.12
H 3.443447 2.298141 -1.926343 0.25 0.37 0.02
O 4.604537 3.746571 -1.164143 0.42 -0.13 -0.10
H 3.842917 4.326071 -1.145153 -0.76 0.19 0.18
H 5.350427 4.325291 -1.006173 0.19 -0.05 0.02
O 3.522647 -0.294459 2.026747 0.82 0.59 0.70
H 3.810447 -0.789439 1.259687 -0.22 -0.48 -0.50
H 2.687177 0.091561 1.763667 -0.69 0.04 -0.35
O -1.063653 4.073711 1.371387 -0.09 1.06 1.37
H -1.260103 4.964921 1.660147 -0.15 0.23 -0.19
H -0.107663 4.025791 1.374167 0.77 -0.60 -0.26
O 1.327347 -2.289909 5.048197 0.15 -0.79 1.10
H 0.698317 -1.599999 4.837057 -0.42 0.13 -0.36
H 1.497607 -2.723539 4.212007 -0.08 -0.01 -0.42
O -0.574763 -2.186709 -2.292863 -0.64 -0.84 0.15
H 0.380677 -2.153009 -2.339973 0.42 0.13 -0.54
H -0.790023 -1.748929 -1.469303 0.06 0.02 0.06
O -3.314573 -1.721169 -0.268703 -0.54 -0.74 1.12
H -3.634103 -1.142069 -0.960643 -0.61 0.29 -0.91
H -2.416943 -1.430309 -0.107813 -0.19 0.51 -0.11
O 1.826417 4.387671 -4.581943 0.68 0.34 -0.27
H 1.175617 3.743641 -4.302813 -0.61 -0.26 0.55
H 1.803737 4.352811 -5.538233 -0.09 0.00 -0.16
O -0.521383 -5.527239 -1.236273 0.25 -1.23 -0.74
H -0.833783 -4.799869 -0.698173 -0.43 0.83 0.54
H 0.098877 -5.992119 -0.674673 0.24 0.06 0.01
O 0.000157 -0.158129 3.929507 -0.70 0.00 1.99
H 0.176347 0.765021 4.111147 0.03 0.45 -0.30
H 0.121877 -0.244159 2.983977 0.40 0.11 -1.18
O -1.064733 1.869111 6.478907 -0.45 -0.13 0.31
H -0.342823 1.784681 5.856057 0.28 0.05 -0.35
H -0.893483 2.693341 6.934487 0.09 0.21 -0.01
O -3.016263 2.310981 2.487717 -0.14 0.72 0.35
H -3.399923 1.732461 3.146767 -0.25 -1.01 0.10
H -3.096533 3.188131 2.862407 0.02 0.25 0.08
O 1.783257 4.310181 -0.484023 1.19 0.73 0.61
H 1.528467 3.644541 -1.122953 -0.86 -0.67 -1.04
H 1.292147 5.090411 -0.741493 -0.62 0.11 -0.48
O -2.709043 -4.483939 2.522337 -1.05 -0.99 0.27
H -1.810153 -4.764769 2.693707 0.69 -0.40 0.39
H -2.773503 -3.621709 2.932997 0.03 0.78 0.06
O 2.963897 -0.117429 4.675657 0.29 1.02 0.97
H 2.021447 -0.281979 4.706177 -0.01 -0.35 -0.04
H 3.216417 -0.334209 3.778177 0.28 -0.17 -0.65
O -1.122863 -2.027319 -4.940423 -0.49 0.20 -1.09
H -1.052913 -1.191119 -5.400993 0.02 0.10 -0.17
H -1.185823 -1.787539 -4.015883 0.19 -0.34 0.69
O -1.401953 -3.740329 0.461227 1.22 0.36 -0.47
H -1.561323 -2.809599 0.304497 -0.01 -0.11 -0.35
H -2.039943 -3.983419 1.132127 -0.79 -0.31 0.39
```
Forces are in eV/Å.

Calculated values
* HOMO energy: 2.356 eV
* charge: -4
* spin multiplicity: 1

Here are the Mulliken charges for atoms 1 to 99, given in e: 0.329, 0.331, 1.056, -1.017, -0.598, -0.814, -0.869, 0.419, -0.286, -0.650, -0.745, 0.342, 1.063, -0.274, -1.183, -0.650, -0.876, -2.049, 1.635, 1.576, 0.638, 0.425, -0.317, 0.230, 0.189, 0.068, -0.215, 0.130, -0.587, 0.185, 0.327, -0.775, 0.378, 0.375, -0.648, 0.263, 0.262, 0.301, -0.406, -0.051, 0.343, -0.156, 0.247, -0.616, 0.253, 0.305, -0.738, 0.341, 0.205, 0.174, 0.302, -0.243, -0.744, 0.284, 0.392, -0.606, 0.145, 0.265, -0.227, 0.260, 0.212, -0.667, 0.266, 0.349, -0.760, 0.327, 0.242, -0.622, 0.178, 0.413, 0.051, 0.064, 0.081, -0.568, 0.264, 0.202, -0.907, 0.247, 0.285, -0.197, 0.194, 0.164, -0.762, 0.323, 0.373, 1.233, -0.136, -0.352, -0.965, 0.520, 0.187, -0.664, 0.247, 0.261, -0.683, 0.366, 0.246, -0.819, 0.000

# 4
Formula: C2H4N2O2
Source: OMol25
Level of theory: the ωB97M-V functional and the def2-TZVPD basis

```
10
Properties=species:S:1:pos:R:3:forces:R:3
C -1.639635 0.269502 0.089939 2.22 4.22 1.28
C -0.124220 0.155929 -0.369715 0.68 2.10 -0.26
N 1.708928 -1.000264 0.413330 -2.09 -1.83 -2.53
N 0.619985 -1.052609 -0.280569 2.70 -1.56 2.44
O -2.442873 -0.546906 0.079069 -2.79 -4.07 -0.50
O 0.523436 1.321752 0.054483 1.11 0.82 1.50
H -2.021231 1.322667 0.506699 1.70 -1.21 -0.91
H -0.110657 0.300458 -1.452058 -0.68 -0.24 -0.38
H 2.198266 -1.992882 0.265566 -1.40 2.37 0.46
H 1.287999 1.222353 0.693253 -1.45 -0.60 -1.09
```
Forces are in eV/Å.

Calculated values
* HOMO energy: -9.851 eV
* relative energy (zero: lowest compared OMol25 entry of this formula, charge and spin): 100.5 kcal/mol
* charge: 0
* SMILES string: [H]/N=N/[C@H](O)C=O
* spin multiplicity: 1

So, what does the natural (NBO) scheme give us? The charges, in e, come out as: 0.443, 0.072, -0.356, -0.128, -0.473, -0.738, 0.122, 0.211, 0.338, 0.507

# 5
Formula: C4H6
Source: OMol25
Level of theory: the ωB97M-V functional and the def2-TZVPD basis

```
10
Properties=species:S:1:pos:R:3:forces:R:3
C -1.969135 -0.092125 -0.120685 -0.48 0.00 0.07
C -0.544513 -0.343439 -0.219772 0.18 0.87 0.78
C 0.557363 -0.008621 0.141805 -0.54 0.16 -0.19
C 1.983293 0.152108 0.116699 0.28 -0.53 -0.09
H -2.519555 -0.198453 -1.053085 -0.01 -0.09 0.02
H -2.039558 0.938765 0.237053 -0.48 -0.15 -0.09
H -2.378179 -0.759360 0.636402 -0.33 0.02 -0.08
H 2.546176 0.242750 1.043861 -0.46 0.23 0.22
H 2.263402 0.955974 -0.583375 0.21 -0.71 0.09
H 2.100703 -0.887595 -0.198906 1.61 0.21 -0.72
```
Forces are in eV/Å.

Calculated values
* HOMO energy: -9.137 eV
* relative energy (zero: lowest compared OMol25 entry of this formula, charge and spin): 28.0 kcal/mol
* charge: 0
* SMILES string: CC#CC
* spin multiplicity: 1

So, what does the natural (NBO) scheme give us? The charges, in e, come out as: -0.670, -0.045, 0.000, -0.693, 0.224, 0.228, 0.230, 0.231, 0.235, 0.261

Number 1: E -81253.3564 eV. Number 2: E -10345.5417 eV. Number 3: E -241581.4477 eV. Number 4: E -9210.8645 eV. Number 5: E -4242.7452 eV.